Entry 1:
# CH4N4O3

CH4N4O3 in the gas phase (wB97M-V/def2-TZVPD, OMol25).

frontier orbital gap = 10.51 eV
HOMO energy = -9.901 eV
ΔE to the lowest compared entry with this formula, charge and spin = 39.25 kcal per mole

Structure (XYZ):
```
12
Properties=species:S:1:pos:R:3:forces:R:3
O -0.74258 -1.35860 0.41759 0.60 -1.30 1.23
O 1.55154 -1.70799 1.35036 -0.12 0.60 0.34
O 2.20216 0.28997 0.77189 1.49 1.28 0.36
N 0.26646 1.95848 -0.56740 3.03 3.54 0.75
N 0.20716 -0.34649 0.26341 -1.21 -0.14 0.12
N 1.39303 -0.58223 0.87003 -1.57 -1.33 -1.20
N -1.59638 0.56818 -0.94871 -2.51 -3.20 -2.26
C -0.38830 0.95695 -0.53695 1.39 -3.13 1.68
H -1.94822 0.62064 -1.94067 1.15 1.31 1.35
H 1.18205 2.07332 0.00015 -2.27 -0.79 -1.54
H -0.43631 -1.98977 1.14998 0.03 1.35 -1.27
H -1.69060 -0.48246 -0.82966 -0.01 1.83 0.45
```
Positions in Å, forces in eV/Å.

***

Entry 2:
# C6H16N2

A gas-phase ion, C6H16N2 (charge -1) (wB97M-V/def2-TZVPD, OMol25).

frontier orbital gap (alpha / beta) = 2.60 / 8.76 eV
⟨S²⟩ = 0.75
HOMO energy (alpha / beta) = 1.394 / -4.915 eV
net charge = -1
ΔE to the lowest compared entry with this formula, charge and spin = 13.90 kcal per mole
2S+1 = 2

Structure (XYZ):
```
24
Properties=species:S:1:pos:R:3:forces:R:3
N -0.89269 1.09204 0.26312 0.08 -0.08 0.69
N 1.80316 -0.93987 0.88505 0.14 0.14 -0.25
C -1.40232 1.18888 -1.08592 -0.33 0.04 0.12
C -0.61907 -0.22486 0.86673 -0.77 0.78 -0.59
C -0.39728 1.02297 -2.21027 0.43 -0.16 -0.69
C 0.72143 -0.27105 1.60507 -0.08 -0.25 0.29
C 0.08817 -0.40684 -2.53406 0.01 -0.14 0.26
C 0.52923 -0.87240 2.99360 0.64 -0.44 0.76
H 2.28588 -0.27918 0.26850 -0.10 -0.08 0.07
H 0.47509 1.64649 -1.98943 0.00 0.00 0.13
H -0.77372 1.42590 -3.15842 -0.28 0.13 0.19
H 1.41412 -1.63498 0.25294 0.09 -0.05 0.07
H 1.18027 -0.46690 -2.49442 0.02 -0.05 0.08
H -0.17465 1.76209 0.48446 0.11 -0.01 -0.27
H -2.21190 0.46072 -1.17326 0.02 -0.10 -0.11
H 1.02670 0.76558 1.78630 0.05 -0.06 -0.10
H -0.72895 -0.95505 0.06584 0.47 -0.29 0.26
H -1.90366 2.16367 -1.16259 0.12 0.03 -0.12
H -0.10626 -0.23358 3.61426 -0.30 -0.14 -0.15
H 0.15657 -1.90445 2.98738 -0.33 0.24 -0.24
H -0.20853 -0.75387 -3.52449 -0.09 0.15 -0.13
H -0.30179 -1.17094 -1.85768 0.08 0.09 -0.02
H 1.47365 -0.96568 3.55385 0.00 0.28 -0.43
H -1.43345 -0.44870 1.56347 0.01 -0.03 0.20
```
Positions in Å, forces in eV/Å.

***

Entry 3:
# C45H37Br2N11RuS

A molecular structure, C45H37Br2N11RuS (wB97M-V/def2-TZVPD, OMol25).

frontier orbital gap (alpha / beta) = 7.33 / 3.32 eV
⟨S²⟩ = 6.06
HOMO energy (alpha / beta) = -16.917 / -16.665 eV
net charge = +4
ΔE to the lowest compared entry with this formula, charge and spin = 7.42 kcal per mole
2S+1 = 5

Structure (XYZ):
```
97
Properties=species:S:1:pos:R:3:forces:R:3
Ru -0.64939 -1.58620 1.07396 0.36 -0.45 -0.55
Br 0.11545 -3.24513 7.52914 -0.08 0.13 -0.71
Br -6.64671 -1.12022 4.11910 0.64 -0.07 -0.36
S 2.33451 -3.31520 0.55952 0.09 1.51 -1.02
N 1.13076 -2.23575 0.21604 -0.24 -0.30 0.03
N -3.00183 -1.13526 -4.86431 -0.42 2.41 -0.43
N -1.08057 -1.12285 -0.94515 -0.03 -0.01 -0.41
N -0.29346 -2.11196 2.99969 -0.13 -0.18 0.73
N -2.56205 -1.45365 1.84754 -0.28 0.00 0.42
N 2.19864 5.44122 1.98667 -0.01 -0.82 -0.10
N -3.98176 -1.97690 -5.21427 0.67 -1.69 0.53
N -1.33660 -1.28053 -3.12013 -0.04 0.12 -0.19
N -4.93816 -1.35456 -5.70982 -2.30 -0.15 -1.18
N 0.06593 5.71715 2.52522 -1.06 0.75 0.58
N -0.08764 0.73667 1.69774 -0.03 0.08 -0.10
C 3.75061 -2.17746 0.49116 -0.10 -0.59 0.24
C -5.40665 1.05509 -6.26825 -0.57 -1.97 -0.21
C -3.39880 0.14920 -5.18124 -0.99 -1.40 -0.33
C 5.13219 -0.64405 -0.70502 -0.15 0.01 -0.07
C -0.47632 -0.23642 -2.88806 0.38 0.47 0.31
C -4.87375 2.31666 -6.07948 1.59 1.73 0.63
C 1.94925 -4.99806 -3.12638 0.05 0.00 -0.01
C -0.05311 -2.80373 5.69765 0.14 0.05 -0.03
C -1.73764 -1.67838 -4.45153 0.71 -0.63 0.20
C 0.65795 6.91388 2.63319 0.70 -1.36 -0.33
C -0.66057 3.01575 2.13726 0.30 0.36 -0.01
C 5.46143 -0.98330 1.65134 0.02 0.10 0.05
C -2.64662 -1.75582 3.16802 -0.46 0.15 -0.06
C 1.00323 9.26202 2.96953 -1.07 -0.40 0.37
C -3.68084 -1.07921 1.21364 -0.26 0.09 -0.09
C -2.88136 1.42527 -4.98972 0.72 0.11 0.30
C 0.67859 3.42048 2.02877 -0.20 -1.10 -0.11
C -1.67940 -1.80263 -1.91490 -0.04 -0.17 0.73
C -1.29452 -2.49003 5.14822 0.24 -0.04 -0.04
C 1.67160 -4.26783 -1.98080 -0.10 0.17 0.17
C 4.42316 -1.90233 1.67006 -0.03 -0.14 -0.11
C -1.38143 -2.14238 3.80539 0.41 -0.17 0.46
C 0.89271 -2.40370 3.53678 0.15 -0.09 0.13
C -3.84316 -1.66355 3.86796 -0.17 0.07 -0.19
C 4.09180 -5.62446 -2.23242 0.01 0.05 0.12
C 0.14778 8.17727 3.00388 -0.08 1.22 0.35
C 2.86505 7.88045 2.19564 0.08 -1.55 -0.32
C 3.15572 -5.66996 -3.25504 -0.07 0.01 0.01
C -5.00356 -1.27010 3.20151 0.08 0.03 -0.06
C 1.06474 -2.75332 4.86020 -0.40 -0.04 0.48
C 2.62889 -4.21280 -0.98248 -0.14 -0.10 0.42
C 1.19559 1.10095 1.65623 0.15 -0.03 0.01
C 3.83013 -4.89748 -1.08268 -0.04 -0.01 -0.03
C 1.62246 2.41070 1.79657 -0.14 0.43 0.05
C 2.03563 6.77490 2.27831 0.52 1.50 -0.15
C -4.68314 -0.02681 -5.77357 1.93 0.25 1.05
C -3.62975 2.49205 -5.45992 -1.14 0.79 -0.64
C -4.90652 -0.97592 1.83682 -0.14 -0.05 0.42
C -0.99359 1.68687 1.94834 0.06 -0.03 -0.01
C 2.34267 9.11445 2.60098 -0.10 0.15 -0.06
C -0.32613 -0.14400 -1.54281 -0.14 0.19 -0.55
C -2.55535 -2.97395 -1.67986 -0.08 -0.15 0.01
C 0.99331 4.83157 2.17623 0.98 0.73 -0.22
C 5.80886 -0.34888 0.46889 -0.02 0.03 0.18
C 4.09202 -1.55824 -0.70141 0.09 0.01 -0.04
H 4.55128 -4.86076 -0.28044 0.15 -0.02 0.07
H -3.58504 -0.84477 0.15883 0.07 -0.02 0.11
H 0.72241 -3.75980 -1.85689 0.01 -0.01 0.00
H -2.02904 1.37302 1.99551 -0.01 -0.01 0.01
H -0.86936 8.26102 3.36101 -0.06 0.07 -0.12
H -0.02108 0.31786 -3.68337 0.10 0.09 -0.20
H 5.02545 -6.15722 -2.31720 0.08 -0.06 -0.05
H 2.67749 2.62325 1.73000 0.16 -0.01 0.01
H 1.91341 0.30249 1.50069 0.04 0.02 -0.07
H 1.31477 -1.82455 -0.70426 0.06 -0.23 0.25
H -6.32189 0.89433 -6.81651 -0.23 0.00 -0.02
H 4.16871 -2.42300 2.58002 0.00 -0.07 0.16
H -2.30360 -3.80679 -2.33416 0.05 -0.09 -0.03
H 3.86876 7.81904 1.79886 0.12 -0.04 0.18
H -1.95612 1.59878 -4.46162 0.10 0.04 0.01
H 3.36193 -6.24452 -4.14492 0.01 -0.03 -0.08
H -1.41473 3.75335 2.35954 -0.14 0.02 -0.02
H -3.60398 -2.73485 -1.86010 -0.07 -0.01 0.05
H 2.99457 9.97408 2.63202 0.08 0.09 -0.07
H 0.64814 10.23693 3.26807 -0.05 0.02 0.03
H -1.83986 -2.76790 -4.52694 -0.01 0.28 0.04
H 1.74430 -2.36022 2.87015 -0.10 0.07 0.11
H 6.00510 -0.77948 2.55977 0.08 0.04 0.10
H 0.25748 0.54975 -0.96427 0.06 0.01 -0.06
H 6.60914 0.37595 0.46274 0.12 -0.03 -0.02
H 5.42446 -0.17251 -1.63010 0.03 0.05 -0.10
H -3.88990 -1.87780 4.92328 0.01 -0.05 0.03
H -3.25336 3.49653 -5.33710 0.03 0.04 0.01
H -5.42042 3.18292 -6.41983 -0.03 0.08 -0.05
H -0.95460 -1.35043 -5.14705 -0.22 -0.10 0.14
H 3.06767 5.02668 1.68410 -0.09 -0.10 0.05
H -2.43155 -3.30261 -0.64072 -0.08 0.07 -0.29
H -2.16927 -2.52050 5.77663 -0.06 0.00 0.02
H 1.21517 -5.05041 -3.91514 -0.06 -0.04 -0.09
H 2.03837 -2.98420 5.25836 0.18 -0.02 -0.06
H -5.78416 -0.66037 1.29854 -0.05 0.02 -0.18
H 3.58907 -1.80287 -1.62545 -0.06 -0.08 -0.10
```
Positions in Å, forces in eV/Å.

***

no.,E_tot (eV)
1,-13198.4285
2,-9459.6665
3,-217121.3778